{"formula": "C31H28FN6O8P", "method": "ωB97M-V/def2-TZVPD", "gap_ev": 7.6, "multiplicity": 1, "smiles": "O=C(F)NC(=O)C1=C(P(=O)(O)O)C(=O)OC1=O.c1ccncc1.c1ccncc1.c1ccncc1.c1ccncc1.c1ccncc1", "total_charge": 0, "symbols": ["O", "C", "F", "N", "C", "O", "C", "C", "P", "O", "O", "O", "C", "O", "O", "C", "O", "H", "H", "H", "C", "C", "C", "N", "C", "C", "H", "H", "H", "H", "H", "C", "C", "C", "N", "C", "C", "H", "H", "H", "H", "H", "C", "C", "C", "N", "C", "C", "H", "H", "H", "H", "H", "C", "C", "C", "N", "C", "C", "H", "H", "H", "H", "H", "C", "C", "C", "N", "C", "C", "H", "H", "H", "H", "H"], "positions_angstrom": [[3.1860, -1.9147, -4.6339], [3.6267, -0.8493, -4.3566], [4.4112, -0.1950, -5.1668], [3.4266, -0.1348, -3.1443], [2.1506, -0.3261, -2.5962], [2.0117, -0.6952, -1.4591], [0.9179, -0.0122, -3.3674], [-0.0080, -0.8747, -3.7548], [-0.1387, -2.6709, -3.6047], [0.4253, -3.2195, -4.8374], [0.6334, -3.2457, -2.3593], [-1.6480, -3.0734, -3.4267], [-1.0929, -0.0525, -4.4018], [-2.2061, -0.4325, -4.6219], [-0.5837, 1.1786, -4.6665], [0.4688, 1.3509, -3.7722], [0.8498, 2.4230, -3.4163], [4.0831, -0.5315, -2.4737], [1.5416, -3.3159, -2.6770], [-2.1060, -2.7697, -4.2186], [-4.6863, 0.2724, -0.3032], [-4.4797, -0.6900, -1.2795], [-3.2173, -1.2498, -1.3916], [-2.1862, -0.9095, -0.6162], [-2.4034, 0.0204, 0.3136], [-3.6278, 0.6368, 0.5124], [-5.6588, 0.7316, -0.1794], [-5.2786, -1.0013, -1.9383], [-3.0018, -2.0085, -2.1302], [-1.5468, 0.2771, 0.9286], [-3.7469, 1.3790, 1.2859], [-4.2144, -0.8543, 6.2913], [-4.7069, 0.3586, 5.8391], [-4.6173, 0.6395, 4.4847], [-4.0815, -0.1891, 3.5907], [-3.6124, -1.3491, 4.0441], [-3.6548, -1.7300, 5.3762], [-4.2657, -1.1128, 7.3410], [-5.1507, 1.0717, 6.5198], [-4.9928, 1.5768, 4.0874], [-3.1801, -2.0021, 3.2932], [-3.2590, -2.6870, 5.6867], [0.1019, -1.8257, 1.3804], [1.3362, -1.4067, 1.8498], [1.7150, -1.7736, 3.1280], [0.9655, -2.5070, 3.9481], [-0.2225, -2.8947, 3.4852], [-0.6982, -2.5858, 2.2174], [-0.2326, -1.5667, 0.3830], [1.9963, -0.8100, 1.2351], [2.6787, -1.4652, 3.5198], [-0.8182, -3.4874, 4.1715], [-1.6697, -2.9336, 1.8924], [6.5851, -1.4075, 2.8094], [7.4333, -0.7893, 1.9048], [7.1883, -0.9586, 0.5504], [6.1840, -1.6874, 0.0645], [5.3830, -2.2788, 0.9495], [5.5370, -2.1697, 2.3231], [6.7383, -1.2960, 3.8750], [8.2654, -0.1862, 2.2400], [7.8249, -0.4884, -0.1908], [4.5753, -2.8681, 0.5291], [4.8495, -2.6700, 2.9910], [-0.4144, 5.1373, -2.3283], [0.3285, 6.2145, -1.8737], [-0.3083, 7.4372, -1.7245], [-1.5959, 7.6390, -1.9963], [-2.2942, 6.5935, -2.4337], [-1.7561, 5.3284, -2.6148], [0.0425, 4.1677, -2.4575], [1.3790, 6.1103, -1.6395], [0.2347, 8.3061, -1.3689], [-3.3392, 6.7880, -2.6489], [-2.3733, 4.5151, -2.9720]]}

{"formula": "C31H28NO8P3S", "method": "ωB97M-V/def2-TZVPD", "gap_ev": 5.9, "multiplicity": 1, "smiles": "CP(C)#P([PH2]=S)c1ccccn1.O=C1C=CC(=O)C=C1.O=C1C=CC(=O)C=C1.O=C1C=CC(=O)C=C1.O=C1C=CC(=O)C=C1", "total_charge": 0, "symbols": ["C", "P", "C", "P", "P", "S", "C", "C", "C", "C", "C", "N", "H", "H", "H", "H", "H", "H", "H", "H", "H", "H", "H", "H", "O", "C", "C", "C", "C", "O", "C", "C", "H", "H", "H", "H", "O", "C", "C", "C", "C", "O", "C", "C", "H", "H", "H", "H", "O", "C", "C", "C", "C", "O", "C", "C", "H", "H", "H", "H", "O", "C", "C", "C", "C", "O", "C", "C", "H", "H", "H", "H"], "positions_angstrom": [[-1.0755, 1.8847, 1.4995], [-0.9452, 0.4806, 0.2409], [0.2596, 0.8627, -1.1638], [-2.8754, -0.2089, -0.4728], [-3.2227, -2.0937, 0.6367], [-2.2125, -3.5522, -0.2156], [-4.2695, 1.0405, -0.0417], [-4.4646, 2.1496, -1.0849], [-5.6313, 3.1639, -0.7895], [-6.3661, 2.8117, 0.5445], [-5.9990, 1.6625, 1.4952], [-4.9346, 0.7766, 1.1802], [-0.2405, 1.6973, 2.2890], [-2.0637, 1.7846, 2.0632], [-0.8785, 2.9222, 1.0675], [0.9394, -0.0613, -1.3054], [-0.2192, 1.0645, -2.1787], [0.9823, 1.7308, -0.9193], [-4.6297, -2.3439, 0.6956], [-2.6895, -1.8653, 1.9690], [-3.8240, 2.2289, -2.0240], [-5.9103, 4.0335, -1.4768], [-7.2594, 3.4690, 0.8437], [-6.6142, 1.5343, 2.4576], [1.3077, -8.2610, 0.0976], [1.6110, -7.1323, 0.4351], [2.9560, -6.8255, 0.9668], [3.2872, -5.5889, 1.3387], [2.3250, -4.4718, 1.2338], [2.6297, -3.3401, 1.5722], [0.9803, -4.7781, 0.7019], [0.6488, -6.0149, 0.3301], [3.6490, -7.6545, 1.0364], [4.2673, -5.3468, 1.7308], [0.2870, -3.9486, 0.6317], [-0.3315, -6.2565, -0.0621], [5.3845, -1.0672, -3.6980], [5.1951, -2.1912, -3.2724], [5.8403, -3.3668, -3.8952], [5.6305, -4.5987, -3.4294], [4.7455, -4.8412, -2.2701], [4.5561, -5.9658, -1.8440], [4.1005, -3.6656, -1.6478], [4.3102, -2.4340, -2.1133], [6.4859, -3.1717, -4.7426], [6.0941, -5.4708, -3.8734], [3.4554, -3.8603, -0.8014], [3.8464, -1.5621, -1.6689], [-2.1264, 9.5178, -3.3403], [-2.8173, 8.5174, -3.3336], [-2.3368, 7.2563, -2.7294], [-3.0946, 6.1591, -2.7246], [-4.4471, 6.1571, -3.3213], [-5.1393, 5.1548, -3.3145], [-4.9277, 7.4176, -3.9254], [-4.1702, 8.5150, -3.9304], [-1.3445, 7.2752, -2.2962], [-2.7585, 5.2271, -2.2872], [-5.9201, 7.3985, -4.3585], [-4.5064, 9.4468, -4.3676], [4.3314, -2.1342, 5.7323], [3.6624, -1.2084, 5.3141], [3.9623, 0.1888, 5.6948], [3.2274, 1.2031, 5.2377], [2.0830, 0.9744, 4.3301], [1.4133, 1.9015, 3.9108], [1.7830, -0.4223, 3.9494], [2.5179, -1.4368, 4.4063], [4.8041, 0.3387, 6.3595], [3.4322, 2.2320, 5.5064], [0.9411, -0.5724, 3.2841], [2.3131, -2.4652, 4.1369]]}

{"formula": "C31H28O4S", "method": "ωB97M-V/def2-TZVPD", "gap_ev": 8.3, "multiplicity": 1, "smiles": "CCOC(=O)[C@@H]([C@H](C=C(c1ccccc1)c1ccccc1)c1ccccc1)S(=O)(=O)c1ccccc1", "total_charge": 0, "symbols": ["C", "C", "O", "C", "O", "C", "C", "C", "C", "C", "C", "C", "C", "C", "C", "C", "C", "C", "C", "C", "C", "C", "C", "C", "C", "C", "C", "S", "O", "O", "C", "C", "C", "C", "C", "C", "H", "H", "H", "H", "H", "H", "H", "H", "H", "H", "H", "H", "H", "H", "H", "H", "H", "H", "H", "H", "H", "H", "H", "H", "H", "H", "H", "H"], "positions_angstrom": [[3.1446, -2.1120, -2.6847], [2.6229, -0.8731, -1.9475], [1.1710, -1.0075, -1.8133], [0.5061, 0.1729, -1.5158], [1.0283, 1.2794, -1.6279], [-0.8853, -0.0671, -0.8957], [-1.1493, 0.2240, 0.8573], [0.0728, -0.4961, 1.2222], [1.2577, -0.0687, 1.8139], [2.3395, -1.0630, 2.1622], [1.9373, -2.3453, 2.5816], [2.8768, -3.2858, 2.9151], [4.2552, -3.0023, 2.7953], [4.6593, -1.7538, 2.3477], [3.7108, -0.7729, 2.0342], [1.6024, 1.3720, 2.0283], [1.1028, 2.4016, 1.2193], [1.3373, 3.7386, 1.5189], [2.1783, 4.0799, 2.5872], [2.7257, 3.0662, 3.3913], [2.4338, 1.7286, 3.1217], [-2.4604, -0.2627, 1.4767], [-3.4996, 0.6269, 1.7578], [-4.7221, 0.1769, 2.2892], [-4.9166, -1.1742, 2.5725], [-3.8851, -2.0743, 2.3441], [-2.6351, -1.6197, 1.8536], [-2.0599, 1.1147, -1.6215], [-3.4052, 0.7851, -1.0344], [-1.4894, 2.3896, -1.3989], [-2.3144, 0.8686, -3.4170], [-1.7508, 1.7168, -4.3955], [-2.1217, 1.5953, -5.7435], [-3.0858, 0.6616, -6.1385], [-3.6998, -0.1346, -5.1670], [-3.3355, -0.0102, -3.8216], [4.2398, -2.1685, -2.7117], [2.7423, -2.9964, -2.1836], [2.7788, -2.2053, -3.7272], [3.1448, -0.8192, -0.9689], [2.8365, 0.0658, -2.4812], [-1.2601, -1.0689, -1.1798], [-1.0325, 1.3281, 0.9954], [-0.0002, -1.5547, 0.9497], [0.8669, -2.5289, 2.6716], [2.5586, -4.2523, 3.2714], [4.9884, -3.7781, 3.0477], [5.6989, -1.5069, 2.1964], [4.0363, 0.1957, 1.6540], [0.5283, 2.1670, 0.3273], [0.8446, 4.4718, 0.8772], [2.3869, 5.1290, 2.8105], [3.3472, 3.3346, 4.2410], [2.7871, 0.9512, 3.8059], [-3.3663, 1.6784, 1.4807], [-5.5416, 0.8591, 2.4358], [-5.8697, -1.5458, 2.9361], [-4.0384, -3.1296, 2.5208], [-1.8315, -2.3211, 1.6904], [-1.0106, 2.4690, -4.1160], [-1.6822, 2.2466, -6.5045], [-3.4046, 0.5933, -7.1763], [-4.4656, -0.8580, -5.4572], [-3.8282, -0.6314, -3.0726]]}

{"formula": "C31H29Br9F4O3", "method": "ωB97M-V/def2-TZVPD", "gap_ev": 8.4, "multiplicity": 1, "total_charge": 0, "relative_energy_kcal_mol": 0.00, "symbols": ["C", "C", "C", "O", "C", "O", "O", "H", "H", "H", "H", "H", "H", "F", "C", "C", "C", "C", "C", "C", "H", "H", "H", "H", "H", "F", "C", "C", "C", "C", "C", "C", "H", "H", "H", "H", "H", "F", "C", "C", "C", "C", "C", "C", "H", "H", "H", "H", "H", "F", "C", "C", "C", "C", "C", "C", "H", "H", "H", "H", "H", "C", "Br", "Br", "Br", "H", "C", "Br", "Br", "Br", "H", "C", "Br", "Br", "Br", "H"], "positions_angstrom": [[-0.1100, -0.7658, 2.0655], [-0.0460, 0.2465, 0.9240], [1.3465, 0.4376, 0.2692], [1.1584, -0.0070, -1.0673], [-0.1381, -0.2844, -1.2817], [-0.6030, -0.6153, -2.3333], [-0.8635, -0.1214, -0.1760], [0.5207, -0.4475, 2.8905], [0.0863, -1.7711, 1.6884], [-1.1342, -0.8344, 2.4415], [-0.3152, 1.2344, 1.2999], [2.1020, -0.1622, 0.7820], [1.7044, 1.4723, 0.3053], [4.1728, 0.3051, -0.6367], [5.3636, -0.2554, -0.9277], [5.3066, -1.6229, -1.0972], [6.4451, -2.3554, -1.4008], [7.6442, -1.6527, -1.5435], [7.6912, -0.2764, -1.3118], [6.5460, 0.4452, -1.0121], [4.3581, -2.1033, -0.8908], [6.3784, -3.4038, -1.6519], [8.5731, -2.1448, -1.7989], [8.6249, 0.2614, -1.4042], [6.6168, 1.5097, -0.8342], [-3.0997, 3.9561, -7.7609], [-2.3426, 3.2660, -6.8862], [-2.9249, 2.8113, -5.7290], [-2.1377, 2.1911, -4.7595], [-0.7938, 1.9409, -5.0217], [-0.2906, 2.2335, -6.2851], [-1.0508, 2.8904, -7.2475], [-3.9546, 3.0700, -5.5192], [-2.4858, 2.0000, -3.7529], [-0.0877, 1.6117, -4.2742], [0.7222, 1.9265, -6.5163], [-0.5995, 3.0748, -8.2111], [-1.7106, -2.8816, 9.1838], [-1.4288, -2.0789, 8.1574], [-0.1182, -1.7160, 7.9044], [0.1866, -0.9188, 6.8278], [-0.8379, -0.4081, 6.0515], [-2.1712, -0.7288, 6.3034], [-2.4525, -1.5654, 7.3715], [0.6394, -2.0038, 8.6259], [1.2066, -0.6325, 6.6083], [-0.5505, 0.2880, 5.2713], [-2.9567, -0.3558, 5.6632], [-3.4554, -1.9396, 7.5432], [-6.1217, -3.8563, -1.4803], [-5.4476, -2.8051, -1.0051], [-6.0728, -1.8872, -0.1873], [-5.4024, -0.7453, 0.2274], [-4.1311, -0.4901, -0.2767], [-3.4164, -1.5132, -0.9041], [-4.1095, -2.6403, -1.3289], [-7.1068, -2.0942, 0.0665], [-5.8463, 0.0559, 0.8018], [-3.5997, 0.4027, 0.0312], [-2.3651, -1.4607, -1.1447], [-3.5582, -3.4506, -1.7910], [1.1445, 3.5425, -2.3822], [2.5280, 2.4358, -3.2321], [0.7503, 5.1166, -3.4777], [1.6457, 4.0192, -0.5516], [0.2076, 3.0048, -2.3322], [0.7552, 3.3107, 4.9055], [1.3661, 2.7435, 3.1918], [-1.2168, 3.2978, 4.8553], [1.4019, 5.1210, 5.3531], [1.1125, 2.6327, 5.6671], [-0.3331, -3.4369, -2.3028], [1.5852, -3.4767, -2.7325], [-0.7222, -4.7217, -0.8928], [-1.2928, -3.7973, -3.9718], [-0.4894, -2.4270, -1.9522]]}

no.,F_max (eV/A)
1,2.3
2,5.5
3,4.1
4,1.6